C4H5CuO2 | ωB97M-V/def2-TZVPD

Structure (ORCA input):
```
! RIJCOSX wB97M-V def2-TZVPD def2/J DEFGRID3
* xyz 0 1
O -2.15 0.17 -1.81
C -1.49 -0.61 -1.06
C -0.06 -0.31 -1.24
C 0.68 -0.26 0.06
C 0.47 0.71 0.99
O 1.04 0.82 2.15
Cu 2.30 0.03 3.79
H -1.83 -0.68 0.00
H 0.37 -1.02 -1.97
H 1.39 -1.07 0.28
H -0.26 1.50 0.73
H -0.45 0.71 -1.92
*
```

Calculated values
- ΔE to the lowest compared entry with this formula, charge and spin (kJ/mol) = 0.0
- LUMO energy (eV) = -2.433
- electronic energy (eV) = -52957.998
- frontier orbital gap (eV) = 4.75